(1)
Formula: C5H10N2
Source: the OMol25 dataset
Level of theory: ωB97M-V/def2-TZVPD

Results
- HOMO level: -9.192 eV
- 2S+1: 1
- Relative energy (zero: lowest compared OMol25 entry of this formula, charge and spin): 49.8 kcal/mol
- Structure (SMILES): CNC(C)(C)C#N
- HOMO-LUMO gap: 10.0034 eV

Last column: Mulliken charge in e.
Positions of all 17 atoms, in Å:
H: -0.73929 1.03517 2.21314  0.30
H: 1.26637 1.64514 0.23722  0.29
H: 0.27740 -0.99704 -2.10262  0.34
C: 0.11969 -1.60318 0.27518  -0.20
H: 0.74018 0.52137 -2.20839  0.35
H: -2.03937 0.29499 1.31102  0.33
N: -0.87633 0.31871 -0.86993  -0.46
H: -0.83028 -0.82941 2.41575  0.39
H: 1.68840 0.45911 1.59490  0.37
H: -1.18037 1.31463 -0.82463  0.28
N: 0.34206 -2.70974 0.48308  -0.48
C: -0.15627 -0.01137 -2.07029  -0.96
C: -0.96637 0.01051 1.75212  -1.38
C: 1.23485 0.52771 0.52054  -1.30
H: -0.88688 0.18980 -2.97302  0.28
H: 2.07975 0.02626 -0.18857  0.31
C: -0.07353 -0.19264 0.43451  1.54

Atoms 1-6, force components in eV/Å:
H 0.3 -1.7 -0.3
H -0.7 -1.8 0.5
H -0.9 -1.0 0.2
C 0.2 -1.0 0.7
H 1.1 1.6 -0.4
H 1.9 -1.7 1.3


(2)
Formula: C5H10N2
Source: the OMol25 dataset
Level of theory: ωB97M-V/def2-TZVPD

Results
- HOMO level: -9.122 eV
- 2S+1: 1
- Relative energy (zero: lowest compared OMol25 entry of this formula, charge and spin): 62.0 kcal/mol
- HOMO-LUMO gap: 9.9294 eV

Last column: Mulliken charge in e.
Positions of all 17 atoms, in Å:
H: -0.40286 2.24710 0.98792  0.42
N: 2.45198 -0.10464 -0.63620  -0.73
C: -0.67533 1.55712 0.17263  -0.38
H: 2.27342 -0.95637 -1.17680  0.25
H: 1.43612 1.37644 0.33501  0.28
H: 0.01696 -0.82676 -2.02437  0.39
N: -1.51732 1.91561 -0.69016  -0.53
H: -1.45448 -1.26417 -1.12487  0.39
H: -1.37538 -0.77274 1.60931  0.37
H: 0.15863 -0.19248 2.23090  0.37
C: -0.36594 -1.17136 -1.05891  -1.76
H: -1.77108 2.90826 -0.69298  0.26
C: -0.29292 -0.79286 1.43593  -1.45
C: 0.04383 -0.23706 0.06490  1.43
H: 0.03838 -1.83269 1.53918  0.38
H: 0.05445 -2.17471 -0.91870  0.44
C: 1.38154 0.32130 -0.05282  -0.13

Atoms 1-6, force components in eV/Å:
H 0.7 -0.7 0.1
N -1.6 0.6 0.2
C -1.4 -2.3 -1.4
H 0.0 -0.2 0.4
H 0.7 -1.2 0.3
H -0.2 0.1 0.1


(3)
Formula: C5H10N2
Source: the OMol25 dataset
Level of theory: ωB97M-V/def2-TZVPD

Results
- HOMO level (alpha / beta): -8.014 / -7.980 eV
- 2S+1: 1
- Relative energy (zero: lowest compared OMol25 entry of this formula, charge and spin): 133.7 kcal/mol
- HOMO-LUMO gap (alpha / beta): 8.9069 / 8.5731 eV

Last column: Mulliken charge in e.
Positions of all 17 atoms, in Å:
H: -2.38827 -0.16743 -0.95516  0.31
H: -0.00555 -1.68622 -1.59064  0.31
H: -0.10221 1.09224 -1.14150  0.51
H: 2.25800 -1.07795 1.07168  0.28
C: -2.18294 -0.25719 0.11236  -1.52
H: 1.33755 0.61369 1.35669  0.41
H: 1.55971 2.04406 0.05700  0.29
H: -2.77005 -0.96616 0.51273  0.46
N: 2.64528 0.20988 -0.06933  0.01
C: 0.23257 0.41152 -0.48514  -0.19
C: 1.43415 0.90558 0.30783  -1.01
H: 2.94788 0.38239 -0.98716  0.28
H: -2.60848 0.69406 0.52568  0.31
H: -0.36569 -0.47970 1.51654  0.22
C: 0.09690 -1.05698 -0.73875  -0.40
N: 2.49616 -1.12456 0.11391  -0.64
C: -0.67765 -0.42838 0.35809  0.38

Atoms 1-6, force components in eV/Å:
H 0.1 -0.3 -0.1
H -0.4 -0.2 -0.3
H -1.5 2.3 -2.3
H -0.9 -1.2 1.6
C 1.5 3.4 -0.8
H -0.4 0.9 0.1


(4)
Formula: C5H10N2O
Source: the OMol25 dataset
Level of theory: ωB97M-V/def2-TZVPD

Results
- HOMO level: -8.590 eV
- 2S+1: 1
- Relative energy (zero: lowest compared OMol25 entry of this formula, charge and spin): 43.7 kcal/mol
- Structure (SMILES): C/N=C(\O)N=C(C)C
- HOMO-LUMO gap: 8.9941 eV

Last column: Mulliken charge in e.
Positions of all 18 atoms, in Å:
C: -1.42747 2.21193 -0.12893  -0.87
H: 1.71928 0.53938 -1.09466  0.25
H: 1.84300 -1.16087 -1.55479  0.44
C: 1.16873 -0.40182 -1.14186  -1.23
N: -0.72174 1.05967 0.40433  -0.42
H: 2.79014 -1.44832 0.64614  0.35
H: -2.50968 2.14633 0.02730  0.30
H: 1.94567 -0.65168 1.99340  0.28
H: 1.56506 -2.31773 1.54301  0.36
C: -1.27086 -0.11538 0.29861  0.70
H: -2.64983 -1.30736 -0.12880  0.34
H: -1.07945 3.11719 0.37390  0.28
C: 1.82823 -1.33144 1.14759  -1.23
O: -2.51660 -0.34986 -0.15220  -0.52
H: 0.32453 -0.30982 -1.82542  0.35
C: 0.74434 -0.82945 0.23932  1.11
H: -1.24925 2.32700 -1.20517  0.27
N: -0.50408 -1.17779 0.55823  -0.75

Atoms 1-6, force components in eV/Å:
C -0.4 -0.1 0.3
H 0.0 0.0 -0.1
H 0.0 0.0 0.3
C -0.1 0.7 0.2
N -0.8 -0.4 -0.2
H 0.0 0.2 0.0


(5)
Formula: C5H10N2O
Source: the OMol25 dataset
Level of theory: ωB97M-V/def2-TZVPD

Results
- HOMO level: -8.593 eV
- 2S+1: 1
- Relative energy (zero: lowest compared OMol25 entry of this formula, charge and spin): 36.6 kcal/mol
- Structure (SMILES): Cc1c[nH]cn1.CO
- HOMO-LUMO gap: 9.4548 eV

Last column: Mulliken charge in e.
Positions of all 18 atoms, in Å:
N: 0.88302 -0.78276 -1.47716  -0.60
C: 1.79757 0.93771 0.06940  -1.05
H: 1.00806 -3.53509 0.03886  0.18
O: -2.80012 2.79739 0.29631  -0.52
C: 1.43762 -0.44402 -0.25348  0.61
C: 0.64003 -2.07619 -1.42590  -0.21
H: -3.42518 0.86755 0.95996  0.30
H: -3.17666 3.20256 1.10158  0.29
H: 0.34850 -2.70448 -2.26233  0.40
N: 1.02822 -2.56275 -0.21783  -0.06
C: -2.63910 1.38059 0.40843  -0.43
H: 2.10336 1.65373 -0.69685  0.34
H: -1.66865 1.12532 0.77992  0.14
H: 2.71878 1.11002 0.64852  0.32
C: 1.61989 -1.57196 0.54671  -0.47
H: 1.01430 1.46797 0.60630  0.17
H: -2.94423 1.04802 -0.59253  0.21
H: 2.05457 -1.91361 1.47009  0.40

Atoms 1-6, force components in eV/Å:
N -0.1 -0.2 0.6
C 1.1 2.2 0.7
H 0.0 0.0 0.0
O -0.3 0.5 0.9
C 0.8 -0.9 0.0
C 0.7 0.6 0.6


(6)
Formula: C5H10N2O
Source: the OMol25 dataset
Level of theory: ωB97M-V/def2-TZVPD

Results
- HOMO level: -8.729 eV
- 2S+1: 1
- Relative energy (zero: lowest compared OMol25 entry of this formula, charge and spin): 25.4 kcal/mol
- Structure (SMILES): CC1(C)COC(N)=N1
- HOMO-LUMO gap: 9.6550 eV

Last column: Mulliken charge in e.
Positions of all 18 atoms, in Å:
H: -1.47273 1.46905 -1.51619  0.45
H: -1.35907 -2.93349 1.45479  0.27
C: -0.27817 -1.62245 0.17573  0.41
H: 1.86203 0.16621 -1.31521  0.32
N: -0.82937 -0.51711 0.51496  -0.68
C: 0.76189 1.13461 1.09644  -1.42
H: 0.32740 -0.14144 -2.10165  0.34
H: -0.42188 -3.70990 0.21057  0.25
N: -0.53848 -2.84941 0.73117  -0.44
H: 1.55063 0.31496 1.35509  0.30
C: -0.02753 0.54020 -0.13711  1.54
H: -0.26043 2.60134 -1.09131  0.38
O: 0.77448 -1.60966 -0.65842  -0.40
H: 1.18635 2.17992 1.00154  0.32
C: -0.84159 1.77216 -0.74314  -1.67
H: -1.37706 2.19283 0.16253  0.34
C: 0.84599 -0.24323 -1.17376  -0.64
H: 0.09756 1.25540 2.03399  0.35

Atoms 1-6, force components in eV/Å:
H -1.4 -0.5 -1.1
H 2.3 0.7 -2.2
C -0.6 0.3 1.1
H -0.3 -0.8 0.5
N -0.2 -0.3 -1.3
C 0.7 -0.6 1.2


(7)
Formula: C5H10N2O
Source: the OMol25 dataset
Level of theory: ωB97M-V/def2-TZVPD

Results
- HOMO level: -8.964 eV
- 2S+1: 1
- Relative energy (zero: lowest compared OMol25 entry of this formula, charge and spin): 46.4 kcal/mol
- Structure (SMILES): [H]/N=C(\N)C(C)=C=C.O
- HOMO-LUMO gap: 9.7162 eV

Last column: Mulliken charge in e.
Positions of all 18 atoms, in Å:
H: 0.16630 -1.28113 2.94765  0.25
N: 0.05183 0.80165 -2.27600  -0.40
H: -1.83376 -2.64910 1.18984  0.30
C: 0.38303 0.48900 0.09764  0.78
H: 0.97582 2.17264 1.27841  0.37
H: -1.14554 -1.36403 -2.12980  0.12
H: 0.66714 1.59349 -2.24172  0.18
H: -1.63585 -1.43148 0.23327  0.37
O: -1.92415 -1.69200 1.16618  -0.73
C: -0.12884 -0.00306 -1.18608  0.76
C: 0.44747 -0.32998 1.13356  -0.05
C: 0.76199 1.94253 0.23667  -1.59
H: -0.05239 2.58598 -0.10788  0.37
H: -0.29171 0.49577 -3.17063  0.19
H: 1.66046 2.18006 -0.34040  0.36
H: 1.85865 -1.39984 2.22453  0.26
C: 0.85175 -1.02063 2.15559  -0.90
N: -0.81220 -1.08984 -1.21086  -0.66

Atoms 1-6, force components in eV/Å:
H -0.1 0.0 0.0
N 0.2 0.0 0.1
H 0.0 0.1 -0.1
C 0.0 -0.2 0.7
H 0.0 0.0 -0.1
H 0.1 0.2 -0.1


(8)
Formula: C5H10N2O
Source: the OMol25 dataset
Level of theory: ωB97M-V/def2-TZVPD

Results
- HOMO level: -8.906 eV
- 2S+1: 1
- Relative energy (zero: lowest compared OMol25 entry of this formula, charge and spin): 43.3 kcal/mol
- Structure (SMILES): C=N[C@@](C)(C=O)NC
- HOMO-LUMO gap: 9.8879 eV

Last column: Mulliken charge in e.
Positions of all 18 atoms, in Å:
H: 0.54938 1.71451 1.07461  0.29
H: -1.64795 0.75015 1.56432  0.42
C: -1.52346 -0.65952 -1.45523  -0.35
O: -0.01053 -2.51626 0.26228  -0.46
H: -1.79484 -1.64152 -1.06312  0.26
H: -0.44022 -0.23753 2.44693  0.37
N: 0.94701 0.92596 0.57758  -0.41
H: -2.01044 -0.36247 -2.37483  0.28
C: -0.06979 -0.06855 0.33719  1.06
C: 0.56534 -1.47927 0.08255  -0.12
H: -1.67076 -1.02494 1.43164  0.35
N: -0.79240 0.19501 -0.88880  -0.42
H: 2.52383 1.99511 -0.23143  0.33
C: -1.02526 -0.14837 1.52856  -1.55
H: 2.06062 0.55637 -1.15909  0.30
C: 1.67650 1.40459 -0.58686  -0.89
H: 1.06184 2.01910 -1.26086  0.28
H: 1.60113 -1.42237 -0.28544  0.28

Atoms 1-6, force components in eV/Å:
H 0.0 -0.1 0.0
H 0.1 -0.1 0.0
C -0.6 0.2 0.2
O 0.1 0.0 0.0
H 0.3 -0.1 0.0
H -0.1 0.0 0.0


(9)
Formula: C5H10N2O
Source: the OMol25 dataset
Level of theory: ωB97M-V/def2-TZVPD

Results
- HOMO level (alpha / beta): -7.761 / -7.619 eV
- 2S+1: 1
- Relative energy (zero: lowest compared OMol25 entry of this formula, charge and spin): 146.3 kcal/mol
- HOMO-LUMO gap (alpha / beta): 8.2116 / 8.2281 eV

Last column: Mulliken charge in e.
Positions of all 18 atoms, in Å:
N: 0.06595 -1.40655 -0.15823  -0.41
H: 1.82893 -0.29321 -0.25480  0.31
H: -0.80691 2.05289 2.24129  0.37
H: -0.66543 2.23110 -0.93345  0.33
C: -0.23218 0.19637 -1.88946  -0.67
O: -1.18172 0.08842 2.63045  -0.52
C: -0.73473 0.89747 0.50957  0.02
N: -0.27025 -1.14980 -1.39506  -0.04
C: 1.49976 -1.22513 0.06957  -0.70
H: 0.68228 1.18274 1.96446  0.12
H: 1.95124 -2.07885 -0.51149  0.30
H: -1.10600 -1.63195 -1.69808  0.28
C: -0.73228 1.18250 -0.71499  -0.38
H: 0.68330 0.68782 -2.19727  0.23
H: 1.73195 -1.38756 1.10742  0.26
C: -0.53657 1.07300 1.89237  -0.33
H: -0.91540 0.27055 -2.69204  0.46
H: -1.26194 -0.68980 2.02974  0.40

Atoms 1-6, force components in eV/Å:
N -0.1 0.1 1.9
H 1.0 1.7 -0.6
H -0.7 0.5 0.4
H -0.4 0.6 -0.9
C -0.8 1.2 1.7
O 0.0 -0.9 0.2


(10)
Formula: C5H10N2O
Source: the OMol25 dataset
Level of theory: ωB97M-V/def2-TZVPD

Results
- HOMO level: -8.617 eV
- 2S+1: 1
- Relative energy (zero: lowest compared OMol25 entry of this formula, charge and spin): 57.9 kcal/mol
- Structure (SMILES): [H]/N=C1/[C@H](N)[C@@]1(C)CO
- HOMO-LUMO gap: 9.3365 eV

Last column: Mulliken charge in e.
Positions of all 18 atoms, in Å:
H: -1.96138 -0.06615 0.87069  0.36
C: 0.11505 -0.21677 0.07180  1.12
O: 0.53065 -2.35573 -1.02881  -0.51
H: 1.47357 -2.16441 -1.12669  0.33
H: 1.77314 0.16835 1.37466  0.34
C: -0.77938 0.46292 -0.89638  0.30
H: -0.46624 2.44308 0.78199  0.26
N: -1.03945 0.85332 -2.04439  -0.75
H: 1.48695 1.44233 0.17213  0.34
H: 2.23516 -0.08002 -0.31939  0.43
C: 1.48504 0.36246 0.34415  -1.45
H: -0.98827 -2.06687 0.22729  0.31
H: -1.95066 2.18310 1.38123  0.26
H: -0.39317 0.54130 -2.77398  0.26
C: 0.05032 -1.73642 0.14112  -0.84
C: -1.13899 0.54931 0.52105  -0.50
H: 0.60028 -2.09426 1.02119  0.36
N: -1.03261 1.77446 1.28234  -0.63

Atoms 1-6, force components in eV/Å:
H 0.1 -0.1 0.0
C 0.2 -0.4 -0.2
O 0.5 -0.1 -0.4
H -0.2 -0.1 0.0
H 0.1 0.0 0.1
C 0.5 -0.7 0.8


(11)
Formula: C5H10N2O
Source: the OMol25 dataset
Level of theory: ωB97M-V/def2-TZVPD

Results
- HOMO level: -9.523 eV
- 2S+1: 1
- Relative energy (zero: lowest compared OMol25 entry of this formula, charge and spin): 35.9 kcal/mol
- Structure (SMILES): [H]/N=C\[C@@H](C)[C@@H](N)C=O
- HOMO-LUMO gap: 10.1897 eV

Last column: Mulliken charge in e.
Positions of all 18 atoms, in Å:
H: 0.99673 1.16606 1.54844  0.39
N: -0.51914 2.05003 -0.76884  -0.70
N: -1.25928 -0.42382 1.17567  -0.68
H: 1.85677 -0.38336 1.60161  0.35
C: -1.25887 -0.97565 -1.22220  -0.24
C: 1.57292 0.45090 0.95168  -1.56
H: -0.09731 -1.94781 0.29248  0.46
C: 0.78728 -0.04671 -0.25245  0.14
H: -0.99774 1.73234 0.08988  0.38
H: 1.46104 -0.61749 -0.90365  0.35
H: -0.72401 -0.45368 2.04518  0.24
H: 0.93567 1.34201 -2.05942  0.39
O: -1.03348 -1.77100 -2.13077  -0.51
C: -0.42106 -0.92455 0.07227  0.07
H: -2.03348 -1.07508 1.32466  0.26
C: 0.35702 1.17932 -1.13561  -0.16
H: 2.48333 0.96716 0.63023  0.41
H: -2.10638 -0.26867 -1.25918  0.41

Atoms 1-6, force components in eV/Å:
H 0.0 -0.1 -0.1
N 0.7 -1.3 -0.7
N 0.1 0.0 0.0
H 0.1 0.1 -0.1
C 0.3 -1.8 -0.8
C 0.0 0.0 0.3


(12)
Formula: C5H10N2O
Source: the OMol25 dataset
Level of theory: ωB97M-V/def2-TZVPD

Results
- HOMO level: -7.944 eV
- 2S+1: 1
- Relative energy (zero: lowest compared OMol25 entry of this formula, charge and spin): 52.5 kcal/mol
- HOMO-LUMO gap: 8.7927 eV

Last column: Mulliken charge in e.
Positions of all 18 atoms, in Å:
H: 1.51431 -0.43203 -0.63441  0.32
H: -2.37173 -0.33320 -1.74399  0.28
H: 0.98453 2.14382 2.24827  0.34
C: 0.48697 -0.65641 -0.36344  -0.05
H: 1.97147 1.83728 0.81621  0.32
C: 0.27648 0.52137 1.01886  0.79
H: 0.90910 -2.65709 0.09284  0.20
C: 1.38619 1.35531 1.60175  -1.36
C: -1.44786 0.18689 -2.01439  -1.27
C: -0.53399 0.27317 -0.84930  0.57
H: 2.04511 0.74228 2.22022  0.33
N: 0.16464 -2.03703 -0.21256  -0.48
H: -1.29896 -0.31905 1.68316  0.37
O: -0.42788 -0.11932 2.05758  -0.54
H: -0.96256 -0.33967 -2.83891  0.33
H: -0.43267 -2.56869 -0.83415  0.19
H: -1.71763 1.19921 -2.32356  0.38
N: -0.54551 1.20316 0.07582  -0.72

Atoms 1-6, force components in eV/Å:
H 0.1 -0.1 -0.7
H 0.1 0.0 0.0
H -0.2 -0.2 -0.2
C 0.7 0.4 2.4
H 0.0 -0.1 0.0
C 0.6 -2.3 -0.6